Formula: C10H10BaClI
Source: the Open Molecules 2025 dataset
Level of theory: wB97M-V/def2-TZVPD

Positions of all 23 atoms, in Å:
1 C -0.801 3.091 0.577
2 C -0.847 2.253 -0.585
3 C 0.487 1.868 -0.903
4 H -1.750 2.014 -1.176
5 C 1.345 2.406 0.112
6 C 0.549 3.164 1.030
7 H 0.906 3.731 1.899
8 H -1.649 3.581 1.062
9 H 0.796 1.313 -1.800
10 H 2.431 2.314 0.142
11 Ba -0.618 0.630 2.188
12 Cl -2.857 -0.598 1.175
13 C 0.107 -3.065 -1.112
14 C 1.396 -2.453 -1.204
15 C 1.272 -1.322 -2.053
16 H 2.296 -2.739 -0.661
17 C -0.097 -1.219 -2.473
18 C -0.824 -2.293 -1.872
19 H -1.905 -2.416 -1.876
20 H -0.104 -3.994 -0.585
21 H 2.054 -0.592 -2.256
22 H -0.494 -0.490 -3.183
23 I 1.371 -1.934 2.770

Properties
gap between HOMO and LUMO: 3.32 eV
multiplicity: 1
molar mass: 429.88 g/mol
charge: -2
energy: -31851.0180 eV



Formula: C3H6N2O2
Source: the Open Molecules 2025 dataset
Level of theory: wB97M-V/def2-TZVPD

Positions of all 13 atoms, in Å:
1 C -1.716 -0.026 -1.606
2 O -1.444 -0.013 0.381
3 C -0.182 -0.021 0.266
4 N 0.273 -0.061 -0.946
5 N 0.563 0.022 1.441
6 C 1.932 0.034 1.555
7 O 2.516 0.067 2.613
8 H -2.631 -0.484 -1.252
9 H -1.281 -0.549 -2.449
10 H -1.770 1.048 -1.724
11 H 1.263 -0.072 -1.158
12 H 0.033 0.042 2.300
13 H 2.443 0.013 0.579

Properties
gap between HOMO and LUMO: 9.99 eV
multiplicity: 1
molar mass: 102.09 g/mol
relative energy (zero: lowest compared OMol25 entry of this formula, charge and spin): 370.26 kJ/mol
energy: -10280.9600 eV



Formula: C7H11NS
Source: the Open Molecules 2025 dataset
Level of theory: wB97M-V/def2-TZVPD

Positions of all 20 atoms, in Å:
1 C -1.812 -1.591 -1.099
2 N -1.030 -1.398 -0.195
3 C -0.444 0.037 -0.265
4 C -0.373 0.663 1.184
5 C 1.059 1.146 1.396
6 C 1.890 0.127 0.588
7 C 1.056 -0.098 -0.713
8 S -1.301 0.919 -1.545
9 C -2.286 -0.485 -1.995
10 H -2.294 -2.550 -1.311
11 H -0.853 -0.035 1.885
12 H -1.082 1.583 1.334
13 H 1.261 1.233 2.548
14 H 1.202 2.229 1.120
15 H 2.913 0.596 0.339
16 H 2.174 -0.890 0.999
17 H 1.335 0.715 -1.541
18 H 1.212 -1.104 -0.979
19 H -2.167 -0.725 -3.126
20 H -3.439 -0.414 -1.760

Properties
gap between HOMO and LUMO: 9.30 eV
multiplicity: 1
molar mass: 141.24 g/mol
relative energy (zero: lowest compared OMol25 entry of this formula, charge and spin): 139.28 kJ/mol
energy: -19761.1667 eV



Formula: CH5N2S
Source: the Open Molecules 2025 dataset
Level of theory: wB97M-V/def2-TZVPD

Positions of all 9 atoms, in Å:
1 C 1.166 -0.581 0.396
2 N 1.702 -0.722 -0.823
3 N -0.720 0.635 -0.205
4 S 2.483 0.506 0.193
5 H 0.522 -0.967 1.137
6 H 1.906 -1.753 -0.923
7 H -1.063 0.940 0.684
8 H -1.302 -0.080 -0.812
9 H -0.392 1.433 -0.766

Properties
gap between HOMO and LUMO: 9.13 eV
multiplicity: 1
molar mass: 77.13 g/mol
relative energy (zero: lowest compared OMol25 entry of this formula, charge and spin): 337.95 kJ/mol
charge: +1
energy: -14922.9633 eV



| no. | LUMO (Eh) |
| --- | --- |
| 1 | 0.13700 |
| 2 | 0.00330 |
| 3 | 0.03133 |
| 4 | -0.20699 |